Record 1
Molecular formula: C44H80F24N2O20
Method: DFT, ωB97M-V/def2-TZVPD

The geometry in XYZ format:
```
170
Properties=species:S:1:pos:R:3:forces:R:3
C 8.14835 1.17370 -3.80050 -0.2 2.8 -2.6
O 7.21812 1.78064 -2.86279 -0.1 -1.4 -0.4
O 8.54656 2.17176 -4.62743 1.1 -1.9 0.9
C 9.24155 0.40111 -2.98804 -0.7 1.3 1.1
F 9.98713 1.23518 -2.22336 0.0 0.0 0.2
F 8.62442 -0.46418 -2.12361 0.6 -0.1 -0.4
F 10.17110 -0.30469 -3.66786 -0.4 -0.4 -0.5
C 5.85645 1.29350 -2.81902 1.4 0.0 1.4
C 5.69508 1.08204 -1.32572 -0.9 -0.2 0.4
H 6.44147 0.42817 -0.87228 0.3 0.0 -0.5
H 5.81431 2.05310 -0.84577 -0.4 -0.1 0.3
H 4.75095 0.57265 -1.08973 -0.3 0.6 0.2
H 5.66413 0.33029 -3.30174 0.4 0.1 -0.5
H 5.19500 2.07310 -3.20128 -0.1 -0.1 -0.1
H 7.64008 0.39193 -4.38942 -0.4 -0.6 0.3
C 6.99070 -4.70117 2.58735 3.0 2.1 -0.8
O 6.06502 -3.75060 2.01153 -1.2 -0.8 0.6
O 8.15093 -4.05831 2.82684 -0.9 -1.7 0.5
C 6.40037 -5.46419 3.79943 -1.4 0.4 -1.3
F 6.04840 -4.74808 4.88103 0.5 0.0 0.2
F 5.23820 -6.07522 3.39122 -0.1 -0.1 0.3
F 7.18958 -6.48818 4.18554 0.3 0.3 0.4
C 6.10443 -3.55562 0.60884 -0.9 0.1 0.2
C 4.92387 -2.63276 0.35235 0.7 0.0 0.5
H 5.10077 -1.80540 1.04108 -0.4 0.5 -0.4
H 4.88866 -2.36044 -0.70247 -0.2 0.3 0.1
H 4.02507 -3.16374 0.66909 -0.1 0.1 -0.1
H 5.84870 -4.42826 -0.00593 0.7 -0.6 0.4
H 7.04517 -3.10296 0.29166 0.1 -0.1 0.0
H 7.03356 -5.50642 1.83062 0.2 -0.5 -0.2
C -5.76286 3.89568 2.04771 -0.2 -3.5 1.8
O -4.45865 3.99511 2.72491 -0.6 0.6 -1.0
O -6.24938 2.68439 2.35039 -0.5 1.6 0.0
C -6.58922 5.06175 2.61246 -1.3 0.0 -2.2
F -7.15687 4.89266 3.83497 1.0 0.4 0.1
F -5.92523 6.22430 2.49146 0.3 0.5 1.3
F -7.67989 5.29536 1.79443 -0.1 -0.4 0.2
C -3.42847 4.60515 1.99440 1.9 0.4 1.8
C -2.19783 4.31043 2.86967 0.4 -0.1 -0.2
H -2.08177 3.25525 3.12974 -0.1 -0.2 -0.5
H -1.27650 4.64740 2.39046 0.0 0.0 0.1
H -2.29029 4.77099 3.85657 -0.1 0.4 -0.2
H -3.46227 5.70199 1.99118 -0.6 0.1 -0.2
H -3.23220 4.30413 0.96218 -0.6 -0.6 0.0
H -5.63367 4.02966 0.96708 0.2 0.6 -0.2
C 3.43662 -8.49414 -3.13244 -0.3 -1.6 4.6
O 2.54777 -7.37348 -3.07402 -0.5 1.2 -1.0
O 3.05046 -9.42551 -2.19039 0.4 0.4 -2.2
C 3.50024 -8.94891 -4.58003 0.1 0.7 1.6
F 2.25878 -9.19442 -5.03185 0.6 -0.4 -1.0
F 4.11354 -7.99077 -5.31014 -0.5 0.2 -1.0
F 4.31101 -10.02308 -4.74693 -0.7 -0.4 -0.2
C 2.88157 -6.22497 -2.30738 0.2 -0.3 0.5
C 1.75048 -5.24778 -2.12111 -0.6 0.5 -0.3
H 2.02286 -4.53919 -1.33477 0.2 -0.1 0.1
H 1.52154 -4.60304 -2.97235 -0.3 -0.4 -0.2
H 0.87618 -5.77578 -1.73670 -0.2 0.1 -0.3
H 3.73258 -5.69018 -2.73676 0.3 -0.2 0.1
H 3.03851 -6.45438 -1.24790 0.9 -0.8 -0.2
H 4.45765 -8.21073 -2.83500 0.4 0.7 -0.6
C 3.98630 4.86468 0.94049 -0.2 2.0 -1.2
O 2.68895 4.44320 0.41790 -0.4 0.2 -0.4
O 4.02899 6.17236 1.20798 0.1 -1.4 0.9
C 4.25095 3.83623 2.07577 0.0 0.1 -0.3
F 4.51940 2.55172 1.69292 -0.8 0.4 -0.2
F 5.37629 4.16940 2.72995 -0.1 0.4 0.8
F 3.20746 3.77960 2.95576 0.6 -0.2 0.1
C 2.32896 5.10678 -0.78573 -0.9 -0.7 -0.9
C 1.12598 4.37576 -1.40069 0.4 0.3 0.0
H 0.25813 4.35329 -0.73607 0.1 -0.2 0.3
H 0.80237 4.95331 -2.27033 0.1 -0.2 -0.2
H 1.42691 3.37718 -1.71979 -0.3 -0.1 0.0
H 3.09331 5.11365 -1.56932 0.5 -0.4 0.3
H 2.00295 6.15173 -0.78455 0.3 0.3 1.2
H 4.70516 4.61341 0.14282 0.3 -0.5 -0.1
C -3.99675 -3.35398 1.65546 0.7 4.0 0.1
O -2.55091 -3.33070 1.42123 0.6 -1.5 0.3
O -4.39547 -2.09626 1.32567 -0.4 -2.7 0.0
C -4.55464 -4.62520 0.93275 0.0 0.7 -0.1
F -3.93443 -5.73321 1.39570 0.0 -0.4 0.3
F -5.88350 -4.84513 1.14441 0.2 0.3 0.1
F -4.36575 -4.61853 -0.38690 -0.1 0.2 0.1
C -1.71204 -4.14038 2.26157 1.7 0.9 -1.7
C -0.35076 -3.48101 2.11204 0.9 -0.1 0.6
H -0.42098 -2.44691 2.45551 0.1 0.2 -0.4
H 0.41966 -3.91539 2.75793 -0.2 -0.3 0.2
H 0.09394 -3.59529 1.12346 -0.4 0.5 -0.2
H -1.58798 -5.12699 1.81479 -0.6 -0.4 0.6
H -1.89210 -4.11520 3.33930 -1.0 -0.3 -0.1
H -3.92989 -3.43407 2.75063 -1.2 -1.2 0.5
C 2.57038 4.27922 -5.27299 4.0 0.2 2.8
O 2.85707 2.91413 -5.79620 -2.4 0.8 -0.2
O 3.77920 4.71443 -4.82461 -2.1 0.8 -1.9
C 1.69348 5.13041 -6.25744 1.5 -1.0 0.7
F 0.52043 4.47261 -6.40863 -0.6 0.4 -0.9
F 1.36348 6.35459 -5.79807 0.0 0.1 0.2
F 2.26118 5.33927 -7.46766 -0.4 -0.1 -0.2
C 1.75215 2.00377 -5.91435 0.8 -0.8 -0.1
C 1.83358 0.87880 -4.89102 0.7 -1.0 0.5
H 1.46498 -0.09669 -5.22405 -0.7 0.3 -0.3
H 2.83917 0.57605 -4.58469 0.3 0.7 -0.2
H 1.31107 1.13278 -3.96666 -0.1 0.1 0.0
H 1.85514 1.64492 -6.94295 -0.3 -0.5 0.0
H 0.72348 2.34255 -5.79765 0.3 0.9 -0.2
H 1.99851 4.23692 -4.33542 -1.4 -0.6 -0.3
C -3.48392 -0.42329 -4.54187 2.3 -2.6 -1.6
O -2.38209 0.54250 -4.49311 -0.6 0.9 0.2
O -3.01955 -1.64549 -4.21530 -1.5 2.1 0.5
C -4.75713 0.05315 -3.82252 1.9 0.0 0.8
F -5.18264 1.29997 -4.15431 -0.5 0.1 -0.1
F -5.75018 -0.77887 -4.12960 -0.7 -0.1 0.4
F -4.55142 0.11214 -2.47813 -0.7 -0.3 -0.4
C -2.55185 1.72934 -5.26603 0.2 0.7 1.3
C -1.81766 2.83614 -4.51338 0.5 0.1 -0.3
H -0.73888 2.69540 -4.43925 0.0 -0.4 0.1
H -1.90211 3.79788 -5.02737 -0.3 0.1 0.1
H -2.21774 2.88927 -3.50092 0.0 0.2 0.0
H -3.58295 2.08452 -5.26743 -0.1 -0.4 -0.3
H -2.20877 1.68353 -6.30419 0.2 -0.5 -0.1
H -3.72240 -0.38919 -5.62315 -0.8 0.2 -0.4
C -9.80082 0.70705 5.38248 1.2 0.4 0.7
O -8.48204 0.87159 5.95804 -0.7 0.1 0.8
C -8.20732 2.24428 6.07773 0.3 0.8 -0.9
C -6.99282 2.46093 6.93677 1.4 -1.4 -0.2
N -5.84882 1.53912 6.48302 0.4 0.3 1.7
H -5.18684 1.41174 7.25111 0.3 0.5 0.0
H -6.29893 0.62058 6.50425 0.2 -0.3 -1.2
C -5.19683 1.84005 5.15311 -3.3 -1.4 -1.6
C -4.30832 0.71144 4.71012 1.2 -0.3 1.7
O -4.88296 -0.52967 5.07497 -0.7 1.0 -0.4
C -4.03273 -1.65149 5.11306 -0.4 -0.6 1.5
H -10.50295 1.22951 6.03743 -0.2 0.0 -0.1
H -10.00662 -0.35838 5.39974 0.0 0.1 -0.4
H -9.76037 1.19280 4.40768 -0.4 -0.4 -0.3
H -8.98140 2.85089 6.56454 -0.4 -0.4 0.0
H -8.09234 2.65508 5.06824 0.2 0.2 0.0
H -7.19842 2.04104 7.92264 -0.1 0.5 0.2
H -6.60208 3.47411 6.96165 -0.3 0.1 0.0
H -4.79975 2.83898 4.99581 0.0 0.0 0.4
H -6.15008 1.72038 4.62745 0.6 0.8 -1.3
H -3.45323 0.89722 5.38276 0.8 -0.5 -0.5
H -4.01541 0.71176 3.66090 -0.2 0.5 0.0
H -4.68182 -2.50610 4.92549 0.3 -0.1 -0.7
H -3.75751 -1.78679 6.17015 0.4 0.0 0.0
H -3.11237 -1.64816 4.53141 -0.4 0.3 -0.5
C 1.78555 0.44935 1.99703 0.7 1.0 0.1
O 0.53477 0.07801 1.48226 -0.8 -0.4 0.2
C -0.42407 1.09987 1.26039 0.4 -0.1 0.2
C -1.78696 0.39843 1.19232 0.7 -1.0 1.2
N -1.68866 -0.86195 0.41950 0.6 0.4 -1.7
H -0.76633 -1.22934 0.68642 0.4 0.1 -0.4
H -2.28411 -1.66107 0.68194 -1.0 0.6 0.8
C -1.73590 -0.84031 -1.09088 -0.7 0.4 -0.6
C -0.34050 -0.64565 -1.70470 -0.4 -1.1 0.2
O 0.54023 -1.54474 -1.04403 -0.4 0.2 0.4
C 1.88933 -1.49467 -1.46642 -0.4 -0.5 -0.2
H 1.72978 0.81961 3.02729 -0.3 -0.1 0.1
H 2.23910 1.26507 1.42661 0.0 0.0 -0.2
H 2.47321 -0.39412 1.97828 -0.3 -0.2 -0.2
H -0.11223 1.69582 0.39961 -0.3 -0.1 -0.3
H -0.47801 1.79803 2.10180 0.1 0.0 0.1
H -2.61539 1.08033 1.02030 -0.1 -0.4 -0.6
H -1.91433 -0.07243 2.17353 -0.2 0.7 0.4
H -2.36573 -0.04992 -1.50614 0.1 0.5 0.6
H -2.41756 -1.66536 -1.30342 1.0 -0.7 -0.7
H -0.10751 0.41580 -1.56433 0.6 0.0 0.2
H -0.30119 -0.84598 -2.77726 -0.6 0.1 -0.1
H 2.25769 -0.46741 -1.43542 0.3 -0.1 -0.1
H 1.97807 -1.95515 -2.45719 0.0 0.5 -0.3
H 2.44611 -2.17995 -0.82917 0.1 0.4 0.3
```
Positions in Å, forces in eV/Å.

Results
Multiplicity ... 1
Total charge ... -6
ΔE to the lowest compared entry with this formula, charge and spin ... 163.7 kJ/mol

---

Record 2
Molecular formula: C44H80N4O4
Method: DFT, ωB97M-V/def2-TZVPD

The geometry in XYZ format:
```
132
Properties=species:S:1:pos:R:3:forces:R:3
C -1.83301 -6.90299 4.37884 -0.8 0.6 0.3
C -1.05579 -5.52243 4.47803 0.8 -1.8 -1.3
O 0.10194 -5.55070 4.16562 -0.7 0.9 0.8
O -1.68882 -4.32882 4.86809 -0.5 -1.3 -1.4
C -2.97704 -4.16998 4.30810 -1.8 0.2 0.2
O -3.86943 -3.88592 5.05768 0.8 0.0 -0.5
C -3.28142 -4.35221 2.75744 1.3 0.1 0.8
C -2.76281 -3.05768 1.94875 -0.3 -1.7 0.0
C -1.19358 -3.09401 2.08141 -2.3 0.9 0.1
N -0.11655 -2.87302 2.41366 0.2 -0.3 -0.3
N -3.37997 -1.89860 2.60147 3.2 -0.1 0.3
C -2.54504 -1.01087 3.06571 0.1 1.1 0.3
C -2.00308 -1.00288 4.55104 -0.1 1.1 -0.7
C -2.02844 0.19654 2.17398 0.1 0.3 1.3
C -3.18777 -3.15231 0.38840 -0.3 -0.9 -0.8
C -3.36989 -4.65288 -0.05904 0.5 2.2 1.5
N -3.50806 -5.79029 -0.11657 -0.1 -0.2 -0.4
C -4.62013 -2.47973 0.24195 0.0 -0.3 -0.9
C -5.30557 -2.70422 -1.16646 -0.8 0.7 0.2
N -6.17441 -3.91676 -1.25115 1.3 -0.3 -0.3
C -2.11079 -2.53777 -0.58652 -1.4 0.1 -1.1
O -1.24256 -3.58418 -1.11946 1.0 2.1 0.4
C -0.09107 -2.88748 -1.57072 2.6 0.8 -0.8
C 1.10514 -2.90079 -0.72137 0.3 0.6 -0.9
C 2.35413 -2.18952 -1.03813 -2.8 0.0 -2.0
C 2.39166 -1.43675 -2.31245 -1.8 -1.6 1.4
C 1.19960 -1.45827 -3.17304 0.0 -0.5 1.0
C -0.04952 -2.15810 -2.84479 1.7 -0.4 2.0
H -1.98667 -7.32321 5.41487 0.3 0.4 -1.1
H -2.85153 -6.79469 3.91528 0.9 0.0 0.6
H -1.26492 -7.61803 3.72014 -0.3 1.0 0.9
H -4.39619 -4.43659 2.66042 1.2 0.1 0.1
H -2.75923 -5.29386 2.44790 -0.6 0.9 -0.2
H -1.10439 -1.69205 4.60125 -1.2 0.4 -0.2
H -1.59181 0.02291 4.79309 -0.5 -1.1 -0.2
H -2.79951 -1.26918 5.29064 0.8 -0.1 -0.7
H -2.92350 0.76680 1.78799 0.9 -0.9 0.1
H -1.32434 -0.13461 1.36720 -0.9 0.1 0.5
H -1.46178 0.93821 2.81396 -0.5 -0.9 -0.7
H -5.28345 -2.98319 1.00606 0.6 0.9 -0.6
H -4.57160 -1.36398 0.40119 0.2 -1.4 0.2
H -4.60264 -2.70237 -2.04111 -0.4 0.1 0.9
H -5.99618 -1.81809 -1.32390 0.9 -0.8 0.2
H -6.09099 -4.47938 -0.39953 -0.1 0.3 -0.3
H -5.73942 -4.50761 -1.97262 -0.6 0.1 0.5
H -2.66387 -2.13253 -1.49037 0.5 -0.2 1.1
H -1.53290 -1.67558 -0.16596 -0.4 -1.0 0.0
H 1.06762 -3.48624 0.22585 -0.1 0.6 -0.9
H 3.19337 -2.23755 -0.30720 -0.7 0.1 -0.9
H 3.33163 -0.88315 -2.54496 -1.1 -0.5 -0.2
H 1.22684 -0.90976 -4.14843 0.0 -0.5 1.1
H -0.94970 -2.17335 -3.51115 1.1 0.1 0.6
C 0.36298 -6.41184 -8.06492 0.2 0.0 -0.1
C 1.25603 -6.90811 -6.93319 -0.2 0.0 0.0
C 0.72689 -6.54488 -5.54544 0.1 -0.1 0.1
C 0.62744 -5.04509 -5.25759 0.0 0.1 -0.1
C 1.93728 -4.26890 -5.40089 -0.1 0.0 0.1
C 3.01588 -4.72212 -4.42498 0.1 0.0 -0.1
H 0.29209 -5.32271 -8.07580 0.0 0.0 0.0
H 0.77008 -6.72413 -9.02930 -0.1 0.0 0.0
H -0.64454 -6.82445 -7.97561 0.0 0.1 0.0
H 2.27032 -6.52163 -7.06958 0.0 0.0 0.0
H 1.33027 -7.99822 -7.00154 0.1 0.1 0.0
H 1.36417 -7.01962 -4.79223 0.0 0.0 0.0
H -0.26693 -6.98801 -5.41654 0.0 0.0 0.0
H 0.24808 -4.91285 -4.23802 0.0 0.0 0.0
H -0.12132 -4.59491 -5.91741 0.0 0.0 0.0
H 1.73168 -3.20890 -5.22141 0.0 -0.1 -0.1
H 2.31484 -4.33883 -6.42540 0.0 0.0 0.0
H 2.67363 -4.61731 -3.39183 0.0 0.0 0.0
H 3.91550 -4.11430 -4.54672 0.0 0.0 0.1
H 3.29741 -5.76450 -4.59061 0.0 0.0 0.0
C 3.98791 4.85340 0.83956 -0.2 0.1 0.1
C 3.11985 3.75137 1.43604 0.2 0.0 0.0
C 3.48736 2.35640 0.92968 -0.1 -0.1 0.1
C 3.31106 2.14236 -0.57539 0.0 0.1 0.0
C 1.90024 2.40140 -1.10603 0.1 -0.1 -0.1
C 0.85382 1.46692 -0.51254 -0.2 0.1 0.0
H 3.87253 4.91661 -0.24423 0.0 0.0 0.0
H 3.70337 5.82174 1.25760 0.1 0.0 -0.1
H 5.04304 4.68483 1.06763 0.0 0.0 -0.1
H 2.06567 3.96608 1.23697 0.0 0.0 0.0
H 3.23684 3.76713 2.52441 -0.1 0.0 0.0
H 2.89204 1.61712 1.47600 0.0 0.0 0.0
H 4.53147 2.14766 1.18839 0.0 0.0 0.0
H 3.59469 1.11099 -0.81350 0.0 0.0 0.0
H 4.01366 2.78045 -1.12051 0.0 0.0 0.0
H 1.90968 2.26616 -2.19315 0.0 0.1 0.1
H 1.60855 3.44066 -0.92924 0.1 0.0 0.0
H 1.10463 0.42334 -0.71754 0.0 0.0 0.1
H -0.12686 1.67224 -0.94949 0.0 -0.1 0.0
H 0.76650 1.59415 0.56959 0.0 0.0 0.0
C -2.88015 3.14425 5.12510 0.1 0.0 0.2
C -3.63355 2.11460 5.96013 0.0 0.0 -0.2
C -4.93468 1.64714 5.30724 0.0 -0.1 0.1
C -5.98658 2.73826 5.09535 0.1 0.1 0.0
C -6.41853 3.47666 6.36326 -0.1 -0.1 -0.1
C -7.08342 2.56995 7.39221 0.1 0.1 0.1
H -3.46113 4.05791 4.98929 0.0 0.0 -0.1
H -1.94644 3.41959 5.62087 0.0 0.0 -0.1
H -2.63181 2.74108 4.13989 0.0 0.1 0.0
H -3.82848 2.52194 6.95627 0.0 0.0 0.0
H -2.98657 1.24443 6.10524 -0.1 0.0 0.1
H -5.36118 0.84155 5.91386 0.0 0.0 -0.1
H -4.70306 1.19666 4.33435 0.0 0.0 0.0
H -6.86923 2.28262 4.63324 0.0 0.0 0.0
H -5.61373 3.47051 4.37257 0.0 0.0 0.0
H -7.12927 4.26047 6.08080 0.1 0.0 0.0
H -5.56534 3.98664 6.81947 0.0 0.0 0.0
H -7.96617 2.08391 6.96924 0.0 0.0 0.0
H -7.40102 3.15223 8.25985 0.0 -0.1 0.0
H -6.40113 1.79469 7.74745 -0.1 0.0 0.0
C 6.13260 9.97244 -4.07088 0.2 0.0 -0.1
C 6.29757 8.48561 -4.36542 -0.2 0.1 0.0
C 5.31639 7.60593 -3.59008 0.0 -0.1 0.0
C 5.45487 7.66086 -2.06687 0.0 0.1 0.0
C 6.83689 7.28896 -1.52591 -0.1 -0.1 0.1
C 7.24237 5.85497 -1.84283 0.1 0.0 0.0
H 6.33039 10.20110 -3.02217 0.0 0.0 0.0
H 6.83461 10.55459 -4.67199 -0.1 0.0 0.0
H 5.12211 10.30809 -4.31473 0.0 0.0 0.1
H 7.32845 8.18281 -4.15968 0.0 0.0 0.0
H 6.13707 8.32345 -5.43611 0.0 0.0 0.1
H 5.42975 6.57108 -3.92998 0.0 0.0 0.0
H 4.29328 7.89570 -3.85459 0.0 0.0 0.0
H 4.71052 6.98727 -1.62763 0.0 0.0 0.0
H 5.19840 8.66384 -1.71247 0.0 0.0 0.0
H 6.82660 7.41389 -0.43779 0.0 0.1 -0.1
H 7.59589 7.97831 -1.90640 0.0 0.0 0.0
H 6.51827 5.14667 -1.43141 0.0 0.0 0.0
H 8.21866 5.63384 -1.40584 0.0 -0.1 0.0
H 7.31637 5.68548 -2.91923 0.0 0.0 0.0
```
Positions in Å, forces in eV/Å.

Results
SMILES ... CC(=O)OC(=O)C[C@](C#N)(N=C(C)C)[C@@](C#N)(CCN)COc1ccccc1.CCCCCC.CCCCCC.CCCCCC.CCCCCC
Multiplicity ... 1

---

| no. | HOMO-LUMO gap (eV) | total energy (eV) |
| --- | --- | --- |
| 1 | 1.326 | -156050.358 |
| 2 | 7.900 | -61070.923 |